Density functional theory data (ωB97M-V/def2-TZVPD) for C3H5N3O2S in the gas phase at a distorted geometry.

Structure (XYZ):
```
14
Properties=species:S:1:pos:R:3
C -2.32517 2.40394 -0.50391
C -0.10669 1.32425 -0.16603
C -1.29234 1.67231 -1.03606
N -3.21633 3.00724 -0.07857
N -0.41851 0.13710 0.49931
N 0.17657 -2.35668 0.79473
O -1.86959 -1.77107 -0.39443
O 0.18060 -1.27990 -1.57390
S -0.51906 -1.26832 -0.34600
H 0.96746 1.26429 -0.76772
H 0.21381 2.09061 0.52466
H -1.24544 1.03906 -1.93973
H 1.10438 -2.44920 1.00821
H -0.54166 -3.02337 1.12461
```

## Properties
HOMO (spin up / spin down): -10.001 / -10.655 eV
total charge: 0
energy: -22587.534 eV
energy relative to the best compared isomer or geometry (same formula, charge and spin): 85.2 kcal/mol
orbital gap (spin up / spin down): 0.2638 / 0.3145 hartree